1:
Below is a single C9H16N2O5 molecule, with properties calculated with ωB97M-V with the def2-TZVPD basis set.

Structure (ORCA input):
```
! wB97M-V def2-TZVPD RIJCOSX def2/J DEFGRID3
* xyz 0 1
C -1.8674 0.8009 1.7175
C -0.8198 -0.1665 1.1898
C -2.2797 1.7874 0.5360
C -2.7325 0.9047 -0.5893
C 1.5329 -0.3360 0.2363
C 2.2930 1.0088 -0.3970
C 1.8158 -1.3583 -0.8545
C 1.1750 -1.1275 -2.2038
C 1.3658 -2.8425 -0.1460
H -0.8135 1.0258 3.5537
H -1.9265 2.2573 3.1076
H -2.7406 0.2398 2.0660
H -1.6188 2.5743 0.2502
H -3.2054 2.2277 0.9349
H -3.7340 1.0999 -2.1791
H 0.0688 1.0170 -0.2147
H 1.8238 -0.6455 1.2448
H 2.9373 -1.2864 -1.0217
H 0.8534 -2.1168 -2.4713
H 0.2292 -0.6586 -2.3485
H 1.9327 -0.8864 -2.9504
H 2.2643 -3.0373 0.5583
H 1.3524 -3.7245 -0.7652
H 0.4953 -2.7693 0.5634
H 4.0409 1.3378 -1.0600
N -1.2175 1.6054 2.7754
N 0.1740 0.1535 0.3066
O -0.8208 -1.3132 1.7755
O -2.3383 -0.1022 -1.0257
O -3.6004 1.6637 -1.3442
O 1.7633 2.0906 -0.5112
O 3.5973 0.5763 -0.7334
*
```

## Properties
**Kohn-Sham gap**: 0.3620 Eh
**HOMO**: -9.31 eV
**LUMO**: 0.5358 eV
**SMILES string**: CC(C)[C@H](NC(=O)[C@@H](N)CC(=O)O)C(=O)O

***

2:
Below is a molecular structure, C9H16N2O5, with properties calculated with ωB97M-V with the def2-TZVPD basis set.

Structure (ORCA input):
```
! wB97M-V def2-TZVPD RIJCOSX def2/J DEFGRID3
* xyz 0 1
C -0.0638 2.1596 1.7231
C 0.5324 1.1357 0.7317
C 0.0843 1.4341 3.1205
C -0.7215 0.1767 3.1671
C 1.5825 1.2356 3.5019
C 0.0097 -0.5163 -0.9481
C 0.6363 -0.0862 -2.3557
C -1.2204 -1.3796 -1.1825
C -0.9851 -2.7267 -1.4684
H -2.0033 2.4831 2.1387
H -1.0233 3.7444 0.8724
H 0.5741 3.1426 1.8535
H -0.1838 2.2397 3.8484
H -1.7631 0.3030 2.8313
H -0.3535 -0.6219 2.6604
H -0.5451 0.0132 4.3085
H 2.2994 1.1011 2.5075
H 1.8602 2.2847 3.6827
H 1.7960 0.4358 4.4044
H -1.4257 0.7178 0.0045
H 0.8651 -1.1902 -0.5900
H -1.9971 -1.0021 -1.7832
H -1.6070 -1.1369 -0.1286
H -0.9707 -2.0084 -3.4033
H 2.0811 0.4048 -1.1657
N -1.3525 2.6170 1.2395
N -0.3812 0.6841 -0.1695
O 1.7131 0.7333 0.6792
O -0.1541 0.1116 -3.4431
O -0.9908 -3.6222 -0.7293
O -0.5109 -2.9406 -2.7499
O 1.8684 0.3909 -2.1654
*
```

## Properties
**Kohn-Sham gap**: 0.3745 Eh
**HOMO**: -10.08 eV
**LUMO**: 0.1124 eV

***

Order of stability, best first: 1, 2